C7H25NO8 | ωB97M-V/def2-TZVPD

Its expectation value of S² is 0.777. Its lowest unoccupied orbital energy (spin up / spin down) is -4.117 / -6.982 eV. Its multiplicity is 2. The HOMO energy (spin up / spin down) is -13.43 / -13.49 eV. The HOMO-LUMO gap (spin up / spin down) comes out at 9.309 / 6.507 eV. The net charge is +1.

CARTESIAN COORDINATES (ANGSTROEM)
C 3.1928 1.0622 0.4446
C 3.0412 0.1510 -0.6236
N 1.8521 -0.5167 -0.4927
C 1.2415 -0.1020 0.7378
C 2.0763 0.9135 1.2134
C 1.6988 1.7942 2.3590
C -0.6497 -1.5281 0.5037
C -0.0577 -0.5686 1.1840
H 3.9283 1.8371 0.5494
H 3.5430 -0.2442 -1.4391
H 1.6696 -1.4627 -1.0432
H 1.3995 1.2222 3.2364
H 2.4350 2.6236 2.6171
H 0.7241 2.3872 2.0694
H -0.2039 -1.9166 -0.4974
H -1.5412 -2.1302 0.8486
H -0.4455 -0.2164 2.1916
H 1.7375 -2.8556 2.2951
H 2.9033 -1.8223 1.9973
O 2.5070 -2.5829 1.9068
H -2.4109 1.4452 -2.4091
H -2.1215 2.6408 -1.6543
O -2.9074 1.9261 -1.7459
H -3.3630 3.0769 0.5601
H -2.0027 2.3322 0.4111
O -2.7994 2.3910 1.0078
H 0.3941 2.9820 -1.7670
H 0.9108 1.6280 -1.3092
O 0.2792 2.2696 -1.1174
H -2.2629 -2.5830 -1.3607
H -2.9031 -1.2338 -1.1455
O -2.7787 -1.9105 -1.8243
H -3.2943 0.0100 0.7776
H -3.5196 0.7235 -0.5365
O -3.8498 -0.0250 -0.0765
H -0.7303 0.0126 -1.0767
H -1.2089 -0.9549 -1.9913
O -0.7937 -0.1036 -1.9997
H 1.5766 -3.5599 -0.1997
H 1.4297 -3.8683 -1.6294
O 1.3038 -3.2436 -0.9717

Here are the natural (NBO) charges for atoms 1 to 2, given in e: number 1, C, carries -0.2633; number 2, C, carries 0.1681

***

C7H26CoN2P2S | ωB97M-V/def2-TZVPD

Its expectation value of S² is 6.027. Its lowest unoccupied orbital energy (spin up / spin down) is -2.603 / -4.440 eV. Its multiplicity is 5. The HOMO energy (spin up / spin down) is -9.19 / -12.07 eV. The HOMO-LUMO gap (spin up / spin down) comes out at 6.585 / 7.627 eV. The net charge is +1.

CARTESIAN COORDINATES (ANGSTROEM)
Co 0.0131 0.0049 -0.7135
H 1.2527 0.5984 0.2732
H 1.2480 -0.5895 0.2799
P 0.0037 2.2559 -0.8522
P -0.0975 -2.2562 -0.8390
C -1.3770 -3.2375 0.0770
H -1.3907 -4.3015 -0.2097
H -1.2149 -3.1784 1.1607
H -2.3694 -2.8227 -0.1349
C -0.4631 -2.7259 -2.5679
H 0.3092 -2.2859 -3.2057
H -0.4950 -3.8091 -2.7254
H -1.4254 -2.2870 -2.8482
C 1.3996 -3.2850 -0.4936
H 1.6530 -3.2498 0.5730
H 1.2738 -4.3387 -0.7821
H 2.2447 -2.8774 -1.0596
C -0.5105 2.7368 -2.5418
H -0.4720 3.8176 -2.7151
H 0.1509 2.2297 -3.2507
H -1.5297 2.3758 -2.7116
C -1.1019 3.3325 0.1755
H -0.8311 3.2746 1.2373
H -1.0716 4.3923 -0.1257
H -2.1387 2.9898 0.0778
C 1.5953 3.1772 -0.6832
H 2.3434 2.7022 -1.3275
H 1.5138 4.2340 -0.9739
H 1.9546 3.1317 0.3518
H 0.9426 -0.0184 -1.6381
H -1.1205 0.0109 -1.4519
N 0.0131 1.1433 3.9647
C 0.0481 0.0001 3.2734
N 0.0124 -1.1435 3.9640
S -0.3762 0.0001 1.6311
H 0.0048 1.2262 4.9651
H 0.0025 2.0036 3.4420
H 0.0012 -2.0033 3.4405
H 0.0046 -1.2281 4.9644

Here are the natural (NBO) charges for atoms 1 to 2, given in e: number 1, Co, carries 0.7348; number 2, H, carries 0.0385